# 1
Computed, not measured: a structure of composition C51H60AsIrN4O2PS2 in a non-equilibrium geometry, with the ωB97M-V functional and the def2-TZVPD basis.

Properties
E_tot = -158550.4735 eV
Molar mass = 1123.314 g/mol
HOMO level (spin up / spin down) = -9.749 / -9.749 eV
Orbital gap (spin up / spin down) = 6.6 / 6.6 eV
Net charge = +1
Spin multiplicity = 1
Energy above the lowest of the compared OMol25 structures with the same formula, charge and spin = 27.6 kcal per mole

Element x y z (Å)
1 H -3.364 3.030 1.653
2 H 0.793 -2.607 -1.473
3 C 4.094 -1.013 -0.625
4 S -1.204 0.339 1.514
5 H 0.904 2.896 -6.267
6 H -4.495 -2.845 -1.059
7 C -1.155 -0.911 -4.311
8 C 1.558 1.591 -4.709
9 H 1.488 -1.695 1.814
10 H -1.464 8.342 1.358
11 H -5.543 1.923 1.993
12 H -3.594 -1.353 -2.797
13 C 3.045 -3.011 2.428
14 H 0.759 2.221 5.256
15 H 0.543 -4.721 -2.718
16 H -1.322 -3.054 4.699
17 Ir 0.174 1.120 -0.544
18 H 0.661 -5.885 1.505
19 H 1.992 0.381 -3.001
20 C 4.479 0.097 4.581
21 H -2.034 0.148 -5.961
22 N -0.827 -2.184 0.908
23 C 1.329 -5.086 1.788
24 C -3.492 -2.435 -0.940
25 H 0.560 4.713 0.369
26 C -3.814 2.452 0.856
27 C 2.776 1.336 1.784
28 H 2.888 -6.390 2.425
29 H 3.723 -2.200 2.640
30 H -2.847 4.997 -2.245
31 H -3.618 7.288 0.809
32 C -3.526 -4.519 3.845
33 H -3.563 -1.565 -0.281
34 H -3.325 -4.670 4.901
35 H 0.625 7.043 1.188
36 H -1.252 -0.903 3.821
37 C -5.594 1.071 0.028
38 C 2.582 -5.364 2.292
39 H -6.558 0.605 0.169
40 S 1.648 2.451 1.067
41 C -2.704 6.718 0.727
42 O 1.797 -0.423 -0.364
43 H -1.898 1.113 -4.497
44 C -2.120 0.118 -4.876
45 C -0.198 3.222 -4.459
46 H -2.548 5.684 -4.592
47 H 2.094 3.328 3.427
48 H -1.390 -1.901 -4.716
49 H 2.965 -1.507 -2.378
50 C -4.917 0.904 -1.171
51 C 0.785 2.584 -5.242
52 H 0.882 -2.348 -3.208
53 H 5.464 -0.352 4.676
54 H 3.766 -0.692 4.366
55 C 1.362 1.172 -3.383
56 C -3.058 -3.140 3.399
57 C -0.308 -4.044 -2.642
58 N 3.219 1.611 3.020
59 As -1.133 -1.143 -2.337
60 C -1.361 3.470 -2.334
61 C -0.318 6.584 0.932
62 C 3.920 -1.593 -1.881
63 P -1.497 3.009 -0.575
64 C -1.492 7.312 1.036
65 C -5.034 1.830 1.045
66 C 3.452 -4.326 2.595
67 H -3.016 -5.295 3.280
68 H -3.142 1.370 -2.291
69 H -0.850 4.574 -5.994
70 C -1.553 -2.968 3.636
71 H -1.167 -1.886 -0.007
72 C -3.156 2.324 -0.368
73 C 6.183 -2.388 -1.842
74 H 5.450 -0.732 1.008
75 C -1.945 4.880 -4.195
76 C 0.412 1.757 -2.576
77 H 6.998 -2.914 -2.314
78 C -0.370 -3.525 0.948
79 C -0.999 -1.294 1.902
80 C 5.322 -1.154 0.024
81 H 4.223 0.558 5.531
82 C 4.515 1.116 3.447
83 N -1.064 -1.672 3.191
84 C -2.753 5.405 0.294
85 C 2.987 -0.290 0.029
86 O -0.991 -4.364 0.330
87 N 3.356 0.381 1.117
88 C 0.203 -2.631 -2.395
89 C -2.921 -2.056 -2.299
90 H -5.345 0.285 -1.946
91 H 4.823 -2.710 -3.461
92 C 6.356 -1.838 -0.581
93 H -3.271 -3.014 2.335
94 C 1.269 1.644 4.492
95 H -4.595 -4.623 3.682
96 H -2.884 -3.207 -0.470
97 H 3.122 2.737 4.744
98 C -0.381 2.805 -3.110
99 C 4.962 -2.270 -2.485
100 C -2.120 4.489 -2.863
101 C 2.455 2.431 3.938
102 C -0.354 5.279 0.479
103 H -0.878 -4.111 -3.568
104 C -1.001 4.261 -4.972
105 H -3.154 -0.124 -4.636
106 H 1.611 0.708 4.928
107 H -0.139 -0.658 -4.620
108 H -0.926 -4.396 -1.820
109 H -1.015 -3.757 3.111
110 H 0.557 1.426 3.700
111 H 2.313 1.109 -5.311
112 H -2.851 -2.949 -2.921
113 H -3.707 4.955 0.057
114 C 0.910 -3.762 1.622
115 C 1.781 -2.723 1.958
116 H -3.599 -2.366 3.948
117 C -3.691 1.513 -1.366
118 H 7.299 -1.942 -0.066
119 H 4.450 -4.544 2.946
120 H 5.114 1.984 3.748
121 C -1.569 4.681 0.154
122 H 4.977 0.668 2.568

Mulliken atomic charge list, values in e, 2 entries:
1 H 0.558
2 H -0.352

***

# 2
Computed, not measured: a structure of composition C51H60Cl2CoN4OS in a non-equilibrium geometry, with the ωB97M-V functional and the def2-TZVPD basis.

Properties
E_tot = -135379.0116 eV
Molar mass = 906.974 g/mol
HOMO level (spin up / spin down) = -6.320 / -6.333 eV
Orbital gap (spin up / spin down) = 5.8 / 5.8 eV
Spin multiplicity = 2
Energy above the lowest of the compared OMol25 structures with the same formula, charge and spin = 19.5 kcal per mole

Element x y z (Å)
1 C 0.083 -4.013 3.532
2 H -0.248 -4.665 -3.714
3 C -2.264 -2.408 -2.632
4 H -3.915 -2.129 -0.490
5 H 0.327 -3.322 -1.027
6 C 3.520 0.311 -4.222
7 H 0.099 5.533 3.799
8 H 3.485 -5.759 4.162
9 H -1.979 -4.697 -0.033
10 H 4.845 4.809 -3.285
11 H 3.415 -0.776 -4.167
12 H 3.151 4.757 -2.770
13 H 2.142 7.437 0.457
14 C 0.766 -4.266 -0.722
15 H -4.308 -2.778 1.673
16 H 3.498 -6.191 -1.307
17 C 1.353 -5.993 4.089
18 H 0.433 6.982 0.552
19 H 3.874 -0.241 1.216
20 C 1.985 -4.665 -1.253
21 C 0.855 3.337 0.434
22 H 2.086 0.538 -5.848
23 H -0.840 4.138 4.307
24 H 1.229 -2.230 3.224
25 C -0.780 2.860 1.773
26 C -1.216 -3.351 3.206
27 C 1.920 2.179 -1.439
28 H -6.125 -1.603 0.429
29 H -4.316 -0.313 4.460
30 C 0.136 -5.366 3.860
31 C -1.777 2.155 2.414
32 H -6.780 -2.493 1.809
33 H 0.238 -4.582 -5.416
34 C -2.195 -1.465 -1.532
35 C 1.417 0.477 -2.670
36 C -0.478 -1.058 -2.792
37 C 1.912 -6.674 0.057
38 S -1.386 -2.953 1.412
39 C 0.127 -4.004 -4.497
40 C -0.823 -2.817 -4.709
41 H -2.305 6.143 4.084
42 N -0.155 2.451 0.632
43 C -4.625 -3.059 -3.294
44 H 1.172 -1.027 -4.125
45 C -0.190 4.080 2.276
46 H -2.764 4.930 2.879
47 H 1.733 6.010 2.462
48 C 3.021 2.011 -2.369
49 H -5.382 1.895 4.945
50 H -1.551 -5.355 1.560
51 N -2.101 0.447 0.713
52 C -2.360 1.001 1.935
53 H -4.631 2.580 3.493
54 H -3.098 0.937 4.639
55 H -5.848 1.312 3.337
56 H 2.349 -7.619 0.359
57 H 2.647 3.931 -0.535
58 H 1.377 -7.043 4.354
59 Cl 3.009 -1.569 -0.504
60 C 1.445 6.597 0.408
61 H -0.358 -2.094 -5.382
62 H 2.982 -1.676 1.828
63 H 0.195 -6.908 1.315
64 O -0.164 -2.200 1.038
65 C 0.728 -0.563 -3.251
66 C 3.126 0.788 -5.627
67 C -3.786 -0.724 1.792
68 H -1.731 -3.171 -5.201
69 H 4.576 3.147 -1.450
70 H 1.118 -3.658 -4.193
71 H 5.040 2.348 -2.939
72 C -0.673 4.832 3.479
73 C -5.011 1.661 3.945
74 H -4.793 -1.984 3.165
75 H 2.489 -4.027 -1.969
76 C -2.988 -0.577 0.599
77 C -3.088 -1.427 -0.491
78 C -1.968 5.607 3.194
79 H 3.759 0.314 -6.381
80 H -4.527 -2.594 -4.276
81 Cl 1.578 0.153 1.406
82 H -0.789 -5.927 3.958
83 H -2.129 2.529 3.368
84 C 1.273 -3.287 3.461
85 C -1.204 -2.141 -3.427
86 H 1.499 6.164 -0.593
87 C 2.707 0.944 -3.137
88 C 2.534 -5.271 3.991
89 C 2.996 -0.864 1.112
90 C -4.725 -1.854 2.082
91 H -3.405 -3.992 -1.792
92 C -1.229 -4.684 0.763
93 C 0.115 -5.065 0.216
94 H 3.238 1.870 -5.714
95 H -5.079 -2.330 -2.620
96 H 4.574 0.538 -4.054
97 H -1.810 6.333 2.393
98 C -3.385 0.264 2.635
99 H 2.799 5.191 1.331
100 C -3.910 0.590 3.998
101 H 3.409 -3.343 3.654
102 C 3.952 4.182 -3.238
103 C -3.259 -3.518 -2.766
104 H -2.087 -3.963 3.452
105 C 1.850 3.198 -0.522
106 C 2.558 -5.871 -0.874
107 N -1.101 -0.652 -1.657
108 H -6.586 -0.738 1.897
109 C 0.831 4.383 1.434
110 C 0.702 -6.269 0.601
111 H 3.641 3.947 -4.258
112 C 4.228 2.891 -2.453
113 H -5.304 -3.909 -3.388
114 N 0.968 1.219 -1.621
115 C 1.775 5.545 1.476
116 H -2.855 -4.281 -3.433
117 H -1.315 -2.367 3.669
118 C 2.489 -3.915 3.689
119 Co -0.511 0.772 -0.401
120 C -6.139 -1.658 1.519

Mulliken atomic charge list, values in e, 2 entries:
1 C 0.428
2 H 0.182

***

# 3
Computed, not measured: a cluster of 5 separate species, C51H66ClN3O4 in total in a non-equilibrium geometry, with the ωB97M-V functional and the def2-TZVPD basis.

Properties
E_tot = -79139.5289 eV
Molar mass = 820.559 g/mol
HOMO level = -8.981 eV
SMILES = CCCCCCCC[C@@H]1[C@](COc2cc(C)ccc2C(C)C)(OC#N)NC(=O)[C@@]1(Cl)C[C@H](O)CN.c1ccccc1.c1ccccc1.c1ccccc1.c1ccccc1
Orbital gap = 9.5 eV
Spin multiplicity = 1

Element x y z (Å)
1 H -0.207 -2.699 6.327
2 O -2.209 -1.049 0.251
3 H 1.671 3.799 -2.677
4 H -6.738 2.788 1.370
5 C 6.089 -1.870 -1.114
6 C -0.132 -0.513 1.327
7 H -0.692 -2.440 0.608
8 H -2.516 -0.577 -3.960
9 H -7.969 4.686 0.376
10 C -2.439 0.262 3.310
11 H -2.496 -0.577 2.624
12 H -4.537 -0.586 -2.889
13 H -2.657 -3.287 1.500
14 N 1.667 -0.799 4.095
15 C -0.731 0.892 1.539
16 C -2.604 -1.851 4.694
17 C 3.395 5.900 -3.108
18 H -5.684 -4.685 -1.227
19 C -6.231 5.937 0.236
20 C -1.222 1.155 2.974
21 H -2.344 -1.780 6.815
22 H -1.622 1.117 0.958
23 O 2.686 1.446 1.487
24 H 7.267 -3.579 -0.574
25 C -6.905 4.767 0.558
26 C -1.067 -3.341 6.144
27 H 1.902 3.073 -0.642
28 H -4.308 2.968 1.773
29 H -1.949 0.518 -2.757
30 C -6.214 3.700 1.115
31 C -4.358 -5.379 1.109
32 H 2.978 1.862 -2.476
33 C 6.662 -0.709 -6.138
34 H 6.451 -1.842 -2.135
35 O -0.115 -1.348 2.541
36 H 3.984 -0.205 0.935
37 H 2.843 6.831 -3.143
38 H 7.683 -0.602 -6.481
39 C 0.076 1.988 -0.554
40 C -3.957 0.677 -1.258
41 H -3.012 1.088 -0.927
42 N 1.194 -0.216 0.872
43 H -1.648 -1.208 -2.528
44 C 3.911 3.827 -2.006
45 C -4.175 4.974 1.025
46 C -4.184 -4.160 0.231
47 H -0.741 2.677 -0.757
48 H 5.356 2.581 -2.981
49 H -4.344 6.956 0.224
50 C 5.170 -0.926 -0.681
51 H 2.081 -0.097 -3.339
52 H 4.782 -1.958 2.519
53 C -1.937 -5.139 4.508
54 H -4.505 0.354 -0.375
55 H 0.079 -4.903 5.224
56 C 6.215 0.025 -5.049
57 H -1.928 -6.108 4.999
58 H 6.146 -2.151 -7.640
59 C 5.799 -1.580 -6.789
60 C -3.854 -1.826 -1.323
61 H -3.234 0.077 5.319
62 C 3.206 5.022 -2.048
63 H 4.813 -0.163 -1.363
64 H 5.702 4.148 -4.864
65 H 6.887 0.710 -4.545
66 C 4.908 -0.117 -4.604
67 H -3.623 -2.067 4.367
68 H -0.422 1.021 3.697
69 H -0.367 -1.247 -0.668
70 C -4.849 3.803 1.345
71 H -4.586 1.424 -1.736
72 C 1.307 2.469 -1.331
73 C 4.046 -0.990 -5.254
74 H -1.465 -0.080 5.210
75 O 0.871 3.359 -2.364
76 H 4.561 0.455 -3.752
77 C -4.775 -2.808 -1.686
78 C 4.698 -0.957 0.622
79 C -2.411 -0.335 4.737
80 C -3.094 -2.037 -0.165
81 H -4.647 -5.077 2.112
82 C -3.258 -3.184 0.605
83 C 0.328 1.893 0.961
84 H -1.968 -2.250 3.909
85 C 4.490 -1.718 -6.348
86 C 4.808 3.515 -3.020
87 C 5.148 -1.935 1.500
88 H -0.241 1.027 -0.948
89 C -2.373 -2.546 6.039
90 H -3.201 -3.195 6.312
91 C 6.549 -2.843 -0.238
92 H -0.406 -3.654 4.138
93 Cl 0.324 3.482 1.686
94 H -6.770 6.769 -0.200
95 H 2.510 5.269 -1.256
96 H -5.189 -5.960 0.718
97 H -3.349 0.833 3.135
98 H 3.816 -2.394 -6.858
99 H 1.891 -0.952 0.899
100 H -5.384 -2.694 -2.571
101 H 4.437 6.270 -4.946
102 H -1.821 -5.350 3.445
103 C 2.161 1.369 -1.945
104 C -2.365 -0.479 -2.889
105 C -4.939 -3.965 -0.920
106 H -3.447 -5.967 1.127
107 H 3.026 -1.103 -4.907
108 C 0.833 -1.096 3.376
109 H 2.646 0.752 -1.183
110 C -0.766 -4.270 4.961
111 H 0.713 0.002 -2.479
112 H -1.147 -3.972 7.033
113 N 1.434 0.559 -2.920
114 C 1.600 1.076 1.161
115 H -3.111 5.054 1.206
116 C 4.292 5.585 -4.120
117 C 6.078 -2.875 1.070
118 C -0.852 -1.410 0.295
119 C -4.868 6.042 0.472
120 H -1.582 2.178 2.979
121 H 6.438 -3.632 1.755
122 C -3.727 -0.567 -2.166
123 C 5.002 4.393 -4.075
124 H -2.904 -4.661 4.623
125 H 3.763 3.138 -1.182

Mulliken atomic charge list, values in e, 2 entries:
1 H 0.378
2 O 1.078